200
Properties=species:S:1:pos:R:3:mulliken_charge:R:1 method="wB97M-V/def2-TZVPD" total_energy_ev=-104930.5749 de_lowest_kcal_mol=0.0 multiplicity=2 gap_ev="3.6 / 3.0" e_homo_ev="-7.5 / -6.9" s2=0.78
Ag 1.03676 6.33979 -4.21131 0.929
C 1.26237 1.54138 0.56030 -0.515
C 0.55620 0.32715 0.95586 0.513
C -0.67643 -0.04878 0.07819 0.397
O -1.27427 -1.08226 0.36772 -0.658
C -1.17111 0.85649 -0.95069 -0.530
C -0.48476 2.02745 -1.24448 0.410
C 0.78801 2.32325 -0.47433 0.555
O 1.61722 3.21549 -0.89554 -0.681
O -0.97030 2.76799 -2.23694 -0.797
O 0.86813 -0.28310 2.02083 -0.620
H 2.23666 1.70620 0.99617 0.468
H -2.05538 0.62600 -1.52631 0.466
C -7.33276 4.65112 -1.95373 -1.558
C -6.99883 5.85070 -2.85619 0.441
C -6.05923 6.76536 -2.10641 -0.830
O -5.58708 7.91636 -2.73023 -0.321
C -6.51576 8.75212 -3.34340 -0.648
N -6.23388 5.38015 -4.00840 -0.588
H -8.23709 4.18952 -2.35022 0.347
H -7.56208 4.83862 -0.90475 0.366
H -6.61675 3.82983 -1.92345 0.346
H -7.89440 6.34005 -3.23905 0.370
H -5.16486 6.20629 -1.83136 0.402
H -6.52020 6.98501 -1.14342 0.347
H -6.93478 8.21415 -4.19376 0.264
H -5.98100 9.58665 -3.79695 0.242
H -7.25130 9.18304 -2.66413 0.284
H -6.19917 6.13176 -4.68218 0.280
H -5.26615 5.23116 -3.76059 0.259
C 1.78706 0.71267 9.72004 -1.375
C 2.42304 0.60380 8.37530 0.533
C 2.95622 -0.84440 8.22885 -0.657
O 4.10719 -1.04907 9.00371 -0.325
C 4.61763 -2.37884 9.03433 -0.754
N 1.45638 0.91997 7.34634 -0.731
H 0.82155 0.22153 9.84112 0.308
H 1.58164 1.76151 9.93416 0.359
H 2.49231 0.42838 10.50099 0.337
H 3.27403 1.26972 8.23226 0.264
H 3.17338 -0.96964 7.16807 0.296
H 2.19385 -1.61015 8.37201 0.352
H 3.89263 -3.03703 9.51316 0.339
H 5.41468 -2.35027 9.77729 0.257
H 4.95574 -2.72847 8.05887 0.273
H 1.88024 0.49300 6.53508 0.258
H 0.66381 0.29954 7.43000 0.265
C -8.00961 -2.20361 -0.41156 -1.446
C -8.16941 -1.66113 1.02088 0.553
C -9.35493 -2.20774 1.82033 -0.768
O -10.63965 -1.84396 1.33232 -0.352
C -11.18161 -2.78447 0.40878 -0.669
N -6.89643 -2.00242 1.74608 -0.701
H -8.83038 -1.94127 -1.07911 0.328
H -7.97938 -3.29319 -0.41331 0.352
H -7.09579 -1.85056 -0.88946 0.398
H -8.30813 -0.58327 0.93685 0.210
H -9.16596 -2.04930 2.88207 0.422
H -9.25363 -3.29194 1.77178 0.312
H -12.11502 -2.42746 -0.02639 0.261
H -11.41866 -3.66354 1.00806 0.316
H -10.60664 -3.05571 -0.47662 0.251
H -6.77979 -3.00403 1.80334 0.272
H -6.08375 -1.79202 1.18450 0.261
C -2.82104 -3.94513 8.24473 -1.375
C -2.66956 -4.11039 6.69465 0.617
C -3.66135 -5.08136 6.16174 -0.778
O -3.62197 -6.34378 6.84386 -0.347
C -2.61599 -7.21229 6.42477 -0.703
N -2.67933 -2.78673 6.05087 -0.733
H -2.84552 -4.89697 8.77532 0.326
H -3.80898 -3.54813 8.47808 0.331
H -2.06167 -3.34663 8.74798 0.317
H -1.63646 -4.43251 6.56411 0.192
H -3.70548 -5.08135 5.07263 0.406
H -4.65750 -4.70359 6.39208 0.353
H -2.95281 -7.59460 5.46119 0.293
H -2.51189 -8.13490 6.99578 0.276
H -1.61091 -6.79619 6.35558 0.266
H -1.88831 -2.87796 5.42953 0.312
H -3.46788 -2.74171 5.42137 0.247
C 4.52987 3.88050 -8.27994 -1.411
C 4.06228 4.94562 -7.28632 0.265
C 3.72935 6.24757 -8.06542 -0.848
O 3.00860 7.11046 -7.19256 -0.263
C 2.89452 8.38636 -7.78979 -0.798
N 2.81002 4.43845 -6.67483 -0.575
H 5.40628 4.30007 -8.77387 0.357
H 3.84966 3.62933 -9.09378 0.419
H 4.74515 2.90690 -7.83964 0.396
H 4.78060 5.19774 -6.50623 0.303
H 3.08233 6.00423 -8.90819 0.352
H 4.58876 6.79711 -8.44951 0.441
H 3.82320 8.95301 -7.72219 0.307
H 2.12989 9.02613 -7.34916 0.264
H 2.57404 8.31578 -8.82922 0.318
H 3.05867 3.58367 -6.19772 0.255
H 2.30751 4.03706 -7.45359 0.274
C 7.92101 0.30295 -3.58527 -1.305
C 6.55500 0.84203 -3.04900 0.269
C 5.42491 -0.26300 -3.11033 -0.639
O 4.89553 -0.26630 -4.46058 -0.293
C 3.73553 -1.10471 -4.62421 -0.788
N 6.73020 1.36075 -1.74208 -0.702
H 8.64803 1.10634 -3.70402 0.317
H 7.84625 -0.13694 -4.57976 0.320
H 8.17628 -0.48408 -2.87568 0.334
H 6.25714 1.58155 -3.79229 0.254
H 4.53087 -0.05782 -2.52153 0.413
H 5.79641 -1.24623 -2.82165 0.301
H 2.85205 -0.69580 -4.13396 0.321
H 3.92767 -2.07214 -4.16025 0.296
H 3.43910 -1.32020 -5.65075 0.269
H 6.85929 0.51877 -1.19940 0.312
H 5.74924 1.50544 -1.55002 0.320
C 1.55832 -7.95185 1.25191 -1.218
C 2.40271 -6.68249 1.67069 0.482
C 3.07170 -5.95210 0.50126 -0.592
O 3.91180 -6.80087 -0.26588 -0.379
C 5.15913 -7.08966 0.22582 -0.704
N 1.55272 -5.78038 2.45815 -0.708
H 2.28626 -8.59836 0.76179 0.321
H 0.69284 -7.80730 0.60525 0.279
H 1.16735 -8.43699 2.14627 0.356
H 3.17219 -7.06438 2.34164 0.119
H 3.70839 -5.17335 0.92110 0.331
H 2.35691 -5.46238 -0.16006 0.352
H 5.79041 -6.20158 0.19570 0.281
H 5.65015 -7.83890 -0.39517 0.269
H 5.18904 -7.52767 1.22350 0.292
H 1.92449 -4.84217 2.49869 0.247
H 0.72040 -5.49062 1.96481 0.274
C 5.33712 6.59531 3.75765 -1.462
C 4.88910 5.79075 4.96498 0.740
C 5.22581 6.44795 6.33481 -0.865
O 6.54894 6.90615 6.57236 -0.377
C 7.45855 5.82213 6.44966 -0.711
N 3.44462 5.58161 5.02080 -0.765
H 6.36572 6.94087 3.86084 0.317
H 4.81756 7.52810 3.53843 0.364
H 5.36302 5.97557 2.86135 0.380
H 5.38373 4.82213 4.89290 0.212
H 4.96283 5.66150 7.04222 0.420
H 4.55760 7.30184 6.44636 0.407
H 8.38708 6.09520 6.95101 0.273
H 7.78975 5.68749 5.41997 0.230
H 7.05963 4.88098 6.82807 0.315
H 3.25160 5.11509 4.14604 0.270
H 3.26471 4.82485 5.66505 0.255
C 9.19848 -1.46296 3.23088 -1.394
C 8.05567 -1.07021 4.11485 0.732
C 8.15871 0.35877 4.68887 -0.737
O 9.40477 0.73912 5.39913 -0.364
C 9.70911 0.00419 6.56080 -0.788
N 6.82199 -1.23138 3.37859 -0.695
H 10.19454 -1.48527 3.67298 0.302
H 9.21806 -0.76061 2.39756 0.300
H 9.03828 -2.46476 2.83235 0.377
H 8.03555 -1.72961 4.98254 0.198
H 7.31723 0.59356 5.34071 0.379
H 7.96516 1.11992 3.93303 0.365
H 10.48729 -0.72396 6.33204 0.275
H 9.00207 -0.63049 7.09500 0.310
H 10.09007 0.74228 7.26663 0.286
H 5.96286 -1.07362 3.88566 0.221
H 6.66057 -2.21085 3.19238 0.236
C -2.66948 -7.42802 -3.81004 -1.384
C -2.60819 -6.00392 -3.30739 0.534
C -2.98027 -4.99797 -4.39425 -0.721
O -2.09968 -5.12301 -5.49495 -0.318
C -2.46418 -4.22489 -6.55745 -0.746
N -3.36770 -5.74493 -2.07935 -0.778
H -2.31272 -8.16833 -3.09397 0.377
H -2.06158 -7.57581 -4.70262 0.328
H -3.68543 -7.73852 -4.05405 0.321
H -1.60256 -5.75878 -2.96576 0.270
H -2.96253 -3.95554 -4.07626 0.362
H -4.03226 -5.21366 -4.58104 0.326
H -2.04500 -3.22374 -6.45704 0.278
H -3.53503 -4.03896 -6.63992 0.322
H -2.09395 -4.71211 -7.45947 0.255
H -2.93196 -6.37693 -1.42299 0.283
H -2.98335 -4.86779 -1.75840 0.292
C -7.19043 0.35013 -6.86308 -1.601
C -7.24753 0.87290 -8.29350 0.533
C -8.72311 1.27569 -8.57741 -0.775
O -8.90519 1.64038 -9.92204 -0.323
C -10.25052 2.02176 -10.13269 -0.745
N -6.26229 1.92712 -8.34681 -0.733
H -7.48559 -0.69796 -6.81323 0.389
H -7.70189 0.96602 -6.12336 0.387
H -6.16371 0.33918 -6.49726 0.464
H -6.94322 0.09901 -8.99819 0.277
H -8.96970 2.14966 -7.97453 0.305
H -9.43538 0.51428 -8.25958 0.440
H -10.98033 1.22397 -9.99483 0.292
H -10.38601 2.43084 -11.13389 0.268
H -10.49636 2.83934 -9.45503 0.320
H -6.50743 2.60427 -9.05496 0.257
H -6.34761 2.45390 -7.48930 0.242